[1]
This record from OMol25 describes C4H7ClN2 in the gas phase in a non-equilibrium geometry. The level of theory is ωB97M-V/def2-TZVPD.

Geometry as XYZ:
```
14
Properties=species:S:1:pos:R:3:forces:R:3:mulliken_charge:R:1
C 0.116 -1.207 -1.164 -1.88 0.30 0.07 -0.312
C 0.089 -0.619 0.215 0.07 2.23 -3.85 -0.211
C -0.902 -1.852 -1.778 1.87 1.53 -0.28 -0.259
C 0.472 1.080 1.837 0.58 2.72 -0.76 -0.875
N -0.061 1.695 -0.430 0.32 -2.83 -1.29 -0.944
N 0.192 0.701 0.394 -1.22 0.68 1.74 0.573
Cl -0.904 -1.981 -3.523 0.21 -0.40 0.23 -0.193
H 0.938 -0.881 -1.781 0.18 0.07 -0.25 0.328
H 0.282 -1.171 1.026 0.61 -1.93 2.89 0.333
H -1.848 -2.132 -1.406 -0.64 -0.26 0.81 0.391
H 1.563 1.237 1.939 -0.50 -0.69 0.09 0.315
H 0.077 2.126 2.059 0.10 -1.37 -0.67 0.298
H 0.020 0.450 2.565 -0.04 -0.94 0.26 0.328
H -0.035 2.555 0.049 0.34 0.89 1.01 0.229
```
Positions in Å, forces in eV/Å.

Frontier orbital gap (alpha / beta) in eV: 8.5 / 8.5
Largest force on an atom in Eh/bohr: 0.0866
Multiplicity: 1
Relative energy (zero: lowest compared OMol25 entry of this formula, charge and spin) in kJ/mol: 410.09

=====

[2]
This record from OMol25 describes C23H16Br2F6N9O6ReS3 as an isolated structure in a non-equilibrium geometry. The level of theory is ωB97M-V/def2-TZVPD.

Geometry as XYZ:
```
66
Properties=species:S:1:pos:R:3:forces:R:3:mulliken_charge:R:1
Re -0.527 0.091 0.267 -0.68 -2.33 -1.82 1.859
C -2.101 3.953 -0.843 0.07 0.00 0.06 -2.031
C -1.578 2.751 -0.138 0.11 -0.07 -0.39 1.171
N -0.928 1.806 -0.746 -0.16 0.74 0.07 0.918
N -0.550 1.972 -2.047 -0.02 0.06 -0.44 -0.946
C 0.357 1.122 -2.591 -0.02 -0.17 0.18 0.604
N 0.835 1.421 -3.798 0.10 0.06 -0.07 -0.459
S 0.845 -0.274 -1.794 0.37 1.68 1.00 -0.460
C -1.663 2.557 1.305 -0.24 0.15 0.50 0.897
C -2.006 3.553 2.201 -0.08 -0.08 -0.40 -1.045
C -1.820 3.335 3.562 0.11 -0.27 0.16 -0.615
C -1.300 2.127 3.993 -0.24 0.31 -0.04 -0.924
C -1.024 1.150 3.051 -0.04 -0.34 0.06 -0.318
N -1.211 1.359 1.749 0.72 0.25 0.03 0.322
H -2.642 3.648 -1.742 0.00 0.03 -0.01 0.465
H -2.793 4.506 -0.217 -0.01 0.01 -0.01 0.515
H -1.287 4.629 -1.121 0.01 0.00 -0.01 0.454
H -0.761 2.848 -2.501 0.01 0.08 0.07 0.325
H 0.761 2.348 -4.186 -0.09 -0.02 -0.01 0.209
H 1.612 0.869 -4.131 -0.05 0.00 -0.04 0.251
H -2.381 4.501 1.847 0.02 0.02 0.01 0.406
H -2.064 4.114 4.271 0.02 0.01 0.00 0.469
H -1.094 1.937 5.036 0.01 -0.08 -0.01 0.533
H -0.619 0.187 3.337 -0.10 0.16 -0.07 0.736
Br -5.469 0.174 0.040 -0.13 -0.03 -0.04 -0.149
C -4.520 -1.166 -0.877 0.72 0.38 0.41 -0.265
C -5.195 -2.112 -1.656 -0.02 -0.32 -0.25 -0.430
C -4.496 -3.070 -2.340 -0.19 0.07 0.02 -0.022
Br -5.438 -4.293 -3.425 0.03 0.01 0.08 -0.177
C -3.081 -3.124 -2.273 0.12 0.13 0.08 0.401
C -2.264 -4.045 -2.957 0.11 0.01 -0.03 -0.745
C -0.901 -3.927 -2.880 -0.01 -0.05 -0.01 -1.325
C -0.342 -2.901 -2.103 -0.17 -0.18 0.23 -0.194
N -1.079 -2.070 -1.399 0.14 -0.15 0.45 0.519
C -2.418 -2.160 -1.475 -0.34 0.15 0.00 0.347
C -3.139 -1.162 -0.767 -0.79 -0.80 -0.45 -0.018
O -2.491 -0.230 -0.107 2.04 0.77 1.10 -0.559
H -6.272 -2.075 -1.726 0.00 0.02 0.03 0.453
H -2.715 -4.826 -3.553 -0.02 0.03 -0.02 0.380
H -0.251 -4.600 -3.421 0.01 -0.01 0.03 0.453
H 0.732 -2.756 -2.067 -0.02 -0.19 0.01 0.582
N 0.697 -3.647 1.339 -0.14 0.42 -0.41 -0.339
C 0.798 -2.394 1.823 0.91 -0.57 0.96 0.445
O -0.032 -1.487 1.455 -1.23 0.47 -0.34 -0.564
C 1.747 -2.130 2.826 -0.36 0.28 -0.60 0.665
C 2.703 -3.115 3.145 0.24 -0.28 0.21 -0.476
N 3.433 -3.986 3.343 -0.08 0.09 -0.06 -0.519
C 1.578 -0.957 3.588 -0.06 0.06 0.37 0.286
N 1.309 -0.044 4.242 0.27 -0.03 -0.08 -0.641
H -0.013 -3.857 0.666 -0.09 -0.06 -0.12 0.168
H 1.272 -4.385 1.710 0.02 0.01 0.02 0.196
F 3.534 3.653 0.160 0.13 -0.19 0.02 -0.195
C 2.676 2.739 -0.203 -0.59 0.22 -0.15 0.464
F 1.424 3.269 -0.022 0.20 0.04 0.07 -0.196
F 2.753 2.512 -1.522 0.10 -0.12 0.22 -0.234
S 2.747 1.156 0.854 0.23 -0.12 -0.60 0.882
O 1.293 0.994 1.100 -0.90 -0.73 -0.30 -0.364
O 3.513 1.493 1.994 -0.07 0.27 0.31 -0.635
N 3.214 -0.053 -0.017 -0.18 0.36 0.17 -0.219
S 4.745 0.100 -0.532 0.30 0.25 -0.17 0.986
O 4.963 -0.737 -1.661 -0.22 -0.30 0.10 -0.685
O 5.060 1.497 -0.613 0.33 0.12 -0.02 -0.631
C 5.785 -0.572 0.884 -0.12 -0.27 0.11 0.635
F 6.524 0.393 1.400 -0.03 0.03 -0.06 -0.223
F 6.570 -1.542 0.439 0.01 0.07 -0.09 -0.223
F 4.985 -1.067 1.823 0.05 -0.02 0.04 -0.169
```
Positions in Å, forces in eV/Å.

Frontier orbital gap (alpha / beta) in eV: 4.9 / 5.0
Total charge: +1
Largest force on an atom in Eh/bohr: 0.0590
Multiplicity: 2
Relative energy (zero: lowest compared OMol25 entry of this formula, charge and spin) in kJ/mol: 188.07
<S²>: 0.7641

=====

Which formula does entry 1 have? C4H7ClN2

=====

Among the records above, which one has the lowest largest force on an atom? C23H16Br2F6N9O6ReS3